Record 1
DFT (ωB97M-V with the def2-TZVPD basis set) results for an isolated molecule of C7H6O2 at a distorted geometry.

Results
energy relative to the best compared isomer or geometry (same formula, charge and spin) = 284.24 kJ/mol
SMILES string = C=Cc1ccoc1C=O
LUMO energy = 0.710 eV
DFT total energy = -11447.299 eV
molar mass = 122.123 u

Geometry as ORCA input:
```
! RIJCOSX wB97M-V def2-TZVPD def2/J DEFGRID3
* xyz 0 1
C -1.50 1.21 -1.42
C -1.07 1.01 -0.18
C 0.22 0.40 0.22
C 1.52 1.01 0.53
C 2.37 -0.07 0.81
O 1.72 -1.22 0.55
C 0.44 -0.92 0.31
C -0.99 -2.16 0.30
O -1.95 -1.96 0.91
H -2.58 1.51 -1.44
H -1.05 1.09 -2.46
H -1.68 1.14 0.75
H 1.81 2.10 0.40
H 3.46 -0.10 1.08
H -0.73 -3.02 -0.37
*
```

Löwdin atomic charge list, values in e, 4 entries: number 1, C, carries 0.006; number 2, C, carries -0.159; number 3, C, carries -0.245; number 4, C, carries -0.002



Record 2
DFT (ωB97M-V with the def2-TZVPD basis set) results for a cluster of 2 separate species, C7H6O3 in total at a distorted geometry.

Results
energy relative to the best compared isomer or geometry (same formula, charge and spin) = 237.35 kJ/mol
LUMO energy = 0.615 eV
DFT total energy = -13496.073 eV
molar mass = 138.122 u

Geometry as ORCA input:
```
! RIJCOSX wB97M-V def2-TZVPD def2/J DEFGRID3
* xyz 0 1
C 2.59 -0.80 -0.58
C 1.48 0.48 1.03
C 0.83 -0.67 1.28
C -1.56 -1.42 0.54
C -0.31 -0.67 0.45
C -0.27 0.55 -0.21
C -1.08 1.30 -1.17
O 2.04 -0.62 -1.56
O -2.49 -1.18 -0.16
O 0.79 1.19 0.16
H 2.39 1.01 1.51
H 1.12 -1.47 1.86
H -1.53 -2.37 1.17
H -1.84 0.69 -1.47
H -1.48 2.16 -0.69
H -0.70 1.82 -2.16
*
```

Löwdin atomic charge list, values in e, 4 entries: number 1, C, carries 0.028; number 2, C, carries -0.209; number 3, C, carries -0.064; number 4, C, carries -0.230



Record 3
DFT (ωB97M-V with the def2-TZVPD basis set) results for a structure of composition C7H6O4 at a distorted geometry.

Results
energy relative to the best compared isomer or geometry (same formula, charge and spin) = 654.12 kJ/mol
LUMO energy = -0.836 eV
DFT total energy = -15539.685 eV
molar mass = 154.121 u

Geometry as ORCA input:
```
! RIJCOSX wB97M-V def2-TZVPD def2/J DEFGRID3
* xyz 0 1
C -1.04 0.34 -0.69
C -0.41 1.41 -0.31
C 0.72 1.02 0.38
C 1.35 2.17 1.06
C 1.26 -0.24 0.37
C 0.56 -1.33 -0.11
C -0.88 -1.02 -0.28
H -2.43 -0.43 -1.52
H -0.96 2.50 -0.19
H 0.79 3.13 1.32
H 2.34 -0.30 0.54
H 0.01 -3.37 -0.08
H -3.02 -1.68 -0.25
O -2.36 0.62 -1.12
O 2.43 2.29 1.74
O 1.00 -2.62 -0.21
O -1.84 -2.04 -0.70
*
```

Löwdin atomic charge list, values in e, 4 entries: number 1, C, carries -0.317; number 2, C, carries -0.007; number 3, C, carries -0.228; number 4, C, carries -0.159



Record 4
DFT (ωB97M-V with the def2-TZVPD basis set) results for a structure of composition C7H7Br12FO3 at a distorted geometry.

Results
energy relative to the best compared isomer or geometry (same formula, charge and spin) = 0.00 kJ/mol
LUMO energy = -0.501 eV
DFT total energy = -856740.649 eV
molar mass = 1116.976 u

Geometry as ORCA input:
```
! RIJCOSX wB97M-V def2-TZVPD def2/J DEFGRID3
* xyz 0 1
C 18.94 6.57 -11.56
C 20.40 6.98 -11.62
O 20.64 7.24 -10.24
C 19.83 6.42 -9.52
O 19.88 6.30 -8.34
O 18.99 5.78 -10.35
F 20.57 8.12 -12.37
H 18.57 5.96 -12.38
H 18.23 7.37 -11.32
H 21.08 6.23 -12.01
C 20.25 2.34 -11.63
Br 20.52 0.44 -11.36
Br 18.39 2.77 -12.10
Br 21.48 3.12 -12.91
H 20.44 2.85 -10.69
C 24.73 4.77 -10.89
Br 25.79 4.93 -9.29
Br 25.75 4.12 -12.41
Br 23.76 6.44 -11.13
H 24.00 4.00 -10.67
C 21.56 4.69 -7.25
Br 21.66 3.91 -5.47
Br 21.98 3.28 -8.57
Br 22.78 6.21 -7.45
H 20.54 5.03 -7.38
C 14.12 7.67 -13.59
Br 14.26 9.59 -13.90
Br 12.29 7.16 -13.07
Br 15.41 7.10 -12.25
H 14.42 7.14 -14.48
*
```

Löwdin atomic charge list, values in e, 4 entries: number 1, C, carries -0.062; number 2, C, carries -0.323; number 3, O, carries 0.086; number 4, C, carries -0.546



Record 5
DFT (ωB97M-V with the def2-TZVPD basis set) results for the ion C7H7BrNO2 with charge -1 at a distorted geometry.

Results
energy relative to the best compared isomer or geometry (same formula, charge and spin) = 250.31 kJ/mol
SMILES string = C\C=N/C=C\C=C(\Br)C(=O)[O-]
LUMO energy = 3.394 eV
DFT total energy = -82998.291 eV
molar mass = 217.042 u

Geometry as ORCA input:
```
! RIJCOSX wB97M-V def2-TZVPD def2/J DEFGRID3
* xyz -1 1
C 0.68 -0.79 1.81
C 0.35 0.55 1.13
N 1.35 1.12 0.37
C 1.48 0.83 -0.87
C 0.50 0.83 -1.85
C -0.84 0.77 -1.50
C -1.17 0.16 -0.27
Br -2.86 0.79 0.28
C -1.12 -1.34 -0.22
O -2.19 -1.85 0.07
O -0.10 -1.88 -0.60
H 1.32 -1.64 1.28
H -0.17 -1.44 2.03
H 1.16 -0.60 2.77
H -0.13 1.33 1.92
H 2.54 1.18 -1.24
H 0.77 1.01 -2.84
H -1.60 0.98 -2.28
*
```

Löwdin atomic charge list, values in e, 4 entries: number 1, C, carries -0.104; number 2, C, carries -0.218; number 3, N, carries 0.020; number 4, C, carries -0.203



Record 6
DFT (ωB97M-V with the def2-TZVPD basis set) results for a cluster of 2 separate species, C7H7BrOS in total at a distorted geometry.

Results
energy relative to the best compared isomer or geometry (same formula, charge and spin) = 105.51 kJ/mol
SMILES string = Cc1ccccc1Br.O=S
LUMO energy (alpha / beta) = -1.512 / -1.516 eV
DFT total energy = -90294.845 eV
molar mass = 219.103 u

Geometry as ORCA input:
```
! RIJCOSX wB97M-V def2-TZVPD def2/J DEFGRID3
* xyz 0 1
C 0.48 -1.56 -0.97
C -0.33 -0.43 -0.35
C -1.63 0.03 -0.69
C -2.28 0.94 0.16
C -1.61 1.52 1.26
C -0.35 1.05 1.57
C 0.25 0.11 0.80
Br 1.92 -0.64 1.41
H 0.93 -2.16 -0.30
H -0.09 -2.01 -1.81
H 1.38 -1.14 -1.48
H -2.16 -0.45 -1.63
H -3.22 1.44 -0.18
H -2.26 2.25 1.89
H 0.29 1.38 2.36
O 3.95 0.23 -0.53
S 4.71 -0.55 -1.51
*
```

Löwdin atomic charge list, values in e, 4 entries: number 1, C, carries -0.105; number 2, C, carries -0.284; number 3, C, carries -0.045; number 4, C, carries -0.113



Record 7
DFT (ωB97M-V with the def2-TZVPD basis set) results for a structure of composition C7H7CdN2O6 at a distorted geometry.

Results
energy relative to the best compared isomer or geometry (same formula, charge and spin) = 251.80 kJ/mol
LUMO energy (alpha / beta) = -4.503 / -4.503 eV
DFT total energy = -27190.340 eV
molar mass = 327.553 u

Geometry as ORCA input:
```
! RIJCOSX wB97M-V def2-TZVPD def2/J DEFGRID3
* xyz 1 1
O 0.96 0.03 -4.20
C 0.20 0.00 -3.36
Cd 0.00 -0.07 -0.80
O 3.15 0.02 -1.72
C 2.01 -0.02 -1.56
C -2.02 -0.02 0.04
O -2.89 -0.01 0.85
C -0.02 -2.50 -0.55
O -0.05 -3.54 -0.09
C -0.04 2.39 -0.55
O -0.03 3.44 -0.11
H -1.85 -0.11 -1.66
C 2.52 0.80 4.12
N 1.42 -0.14 3.87
C 0.67 -0.43 2.74
N -0.25 -1.41 2.98
O 0.82 0.04 1.55
H 2.76 1.36 3.21
H 3.41 0.26 4.48
H 2.27 1.50 4.93
H 1.08 -0.71 4.67
H -0.69 -1.86 2.19
H -0.22 -1.84 3.89
*
```

Löwdin atomic charge list, values in e, 4 entries: number 1, O, carries 0.098; number 2, C, carries -0.074; number 3, Cd, carries 1.017; number 4, O, carries 0.189



Record 8
DFT (ωB97M-V with the def2-TZVPD basis set) results for the ion C7H7Cl2N3 with charge +2 at a distorted geometry.

Results
SMILES string = ClC1=CC2=CC[NH+]=CN2C(Cl)=[NH+]1
LUMO energy = -9.417 eV
DFT total energy = -36868.303 eV
molar mass = 204.060 u

Geometry as ORCA input:
```
! RIJCOSX wB97M-V def2-TZVPD def2/J DEFGRID3
* xyz 2 1
Cl 0.29 3.01 -3.06
C 0.12 1.77 -1.91
C 1.01 1.41 -1.01
C 0.68 0.28 -0.07
C 1.59 -0.28 0.80
C 1.18 -1.31 1.82
N -0.24 -1.57 1.77
C -1.08 -1.05 0.99
N -0.68 -0.26 -0.04
C -1.61 0.22 -1.16
Cl -3.05 -0.52 -1.40
N -1.22 1.12 -2.01
H 1.88 2.02 -1.02
H 2.55 0.06 0.71
H 1.58 -2.37 1.71
H 1.53 -0.78 2.80
H -0.59 -2.13 2.56
H -2.07 -1.09 1.28
H -1.88 1.46 -2.76
*
```

Löwdin atomic charge list, values in e, 4 entries: number 1, Cl, carries 0.854; number 2, C, carries -0.638; number 3, C, carries 0.018; number 4, C, carries -0.107



Record 9
DFT (ωB97M-V with the def2-TZVPD basis set) results for an isolated molecule of C7H7Cl5O at a distorted geometry.

Results
energy relative to the best compared isomer or geometry (same formula, charge and spin) = 0.00 kJ/mol
SMILES string = CC(C)O/C(Cl)=C(/Cl)C(Cl)=C(Cl)Cl
LUMO energy = 0.276 eV
DFT total energy = -72030.440 eV
molar mass = 284.397 u

Geometry as ORCA input:
```
! RIJCOSX wB97M-V def2-TZVPD def2/J DEFGRID3
* xyz 0 1
C 2.20 -1.16 1.42
C 2.00 -0.08 0.36
C 2.47 -0.69 -0.97
O 0.64 0.34 0.37
C 0.31 1.63 0.06
Cl 1.39 2.59 -0.95
C -0.79 2.28 0.58
Cl -0.81 4.02 0.38
C -1.74 1.61 1.42
Cl -1.18 0.56 2.66
C -3.08 1.80 1.27
Cl -4.21 0.91 2.29
Cl -3.82 2.78 -0.02
H 3.28 -1.33 1.57
H 1.83 -0.81 2.38
H 1.69 -2.06 1.16
H 2.67 0.75 0.58
H 3.55 -0.85 -1.02
H 1.95 -1.67 -1.15
H 2.22 -0.02 -1.82
*
```

Löwdin atomic charge list, values in e, 4 entries: number 1, C, carries -0.043; number 2, C, carries -0.457; number 3, C, carries -0.059; number 4, O, carries -0.105



Record 10
DFT (ωB97M-V with the def2-TZVPD basis set) results for an isolated molecule of C7H7ClFN at a distorted geometry.

Results
energy relative to the best compared isomer or geometry (same formula, charge and spin) = 515.22 kJ/mol
SMILES string = C=C(F)[C@H](Cl)/C=C\C=C=N
LUMO energy = 0.671 eV
DFT total energy = -24097.162 eV
molar mass = 159.591 u

Geometry as ORCA input:
```
! RIJCOSX wB97M-V def2-TZVPD def2/J DEFGRID3
* xyz 0 1
C -1.64 -1.51 -1.47
C -0.76 -0.65 -1.77
F -0.14 -0.38 -3.01
C -0.43 0.58 -0.63
Cl -1.71 1.75 -1.45
C 0.52 1.79 0.19
C 0.87 1.48 1.43
C 0.79 0.14 2.07
C 1.17 -0.84 1.31
N 1.33 -1.75 0.53
H -1.97 -2.24 -2.16
H -1.95 -1.64 -0.45
H -0.89 0.19 0.25
H 0.84 2.77 -0.26
H 1.29 2.35 2.00
H 0.44 0.04 3.08
H 2.24 -2.09 0.35
*
```

Löwdin atomic charge list, values in e, 4 entries: number 1, C, carries 0.029; number 2, C, carries -0.368; number 3, F, carries -0.017; number 4, C, carries -0.376



Record 11
DFT (ωB97M-V with the def2-TZVPD basis set) results for a cluster of 2 separate species, C7H7ClN2 in total at a distorted geometry.

Results
energy relative to the best compared isomer or geometry (same formula, charge and spin) = 486.91 kJ/mol
SMILES string = C1=CCN=c2[nH]ccc2=1.Cl
LUMO energy (alpha / beta) = -0.531 / -0.527 eV
DFT total energy = -22870.477 eV
molar mass = 154.600 u

Geometry as ORCA input:
```
! RIJCOSX wB97M-V def2-TZVPD def2/J DEFGRID3
* xyz 0 1
C 1.20 0.26 -0.90
C 0.89 -0.93 -1.34
C 0.16 -1.99 -0.47
N -0.14 -1.40 0.76
C -0.31 -0.12 0.91
N -0.67 0.41 2.10
C -0.11 1.61 2.19
C 0.69 1.87 1.12
C 0.63 0.74 0.26
H 1.15 -1.27 -2.34
H -0.70 -2.30 -1.19
H 0.68 -2.99 -0.27
H -1.23 0.08 2.90
H -0.48 2.34 2.85
H 1.30 2.71 1.09
Cl -1.47 -0.08 -4.10
H -1.58 1.05 -3.58
*
```

Löwdin atomic charge list, values in e, 4 entries: number 1, C, carries 0.047; number 2, C, carries -0.123; number 3, C, carries -0.218; number 4, N, carries 0.086



Record 12
DFT (ωB97M-V with the def2-TZVPD basis set) results for an isolated molecule of C7H7ClN2S at a distorted geometry.

Results
⟨S²⟩ = 2.046
LUMO energy (alpha / beta) = 0.643 / -1.219 eV
DFT total energy = -33705.587 eV
molar mass = 186.667 u

Geometry as ORCA input:
```
! RIJCOSX wB97M-V def2-TZVPD def2/J DEFGRID3
* xyz 0 3
C 1.49 2.31 0.19
C 2.39 0.01 0.40
C 0.48 1.34 0.01
C 1.01 -0.03 0.16
C -0.81 1.45 -0.42
C -2.91 0.23 -0.59
C 0.25 -2.42 0.14
N -1.77 0.56 -0.25
N 0.12 -1.00 0.02
S 3.00 1.58 0.54
Cl -3.98 -0.37 0.59
H 1.20 3.30 0.05
H 3.04 -0.77 0.70
H -1.27 2.47 -0.60
H -3.22 -0.03 -1.61
H -0.59 -3.07 -0.18
H 1.15 -2.88 -0.35
H 0.40 -2.68 1.21
*
```

Löwdin atomic charge list, values in e, 4 entries: number 1, C, carries -0.345; number 2, C, carries -0.343; number 3, C, carries -0.283; number 4, C, carries -0.358